99
Properties=species:S:1:pos:R:3:forces:R:3:lowdin_charge:R:1 method="wB97M-V/def2-TZVPD" gap_ev="6.6 / 6.6" multiplicity=3 homo_ev="-9.80 / -9.91" charge=+1
Ni 0.140 -0.179 1.229 -0.6546 -0.7032 -0.0967 0.778
Cl -1.787 6.898 1.210 0.0128 0.0023 -0.0298 0.682
Cl 0.500 5.778 3.020 -0.0196 -0.0212 -0.0438 0.705
Cl 0.703 2.704 3.557 0.0428 -0.0009 -0.0928 0.761
Cl -3.655 1.863 0.567 -0.1855 -0.0110 0.0791 0.777
Cl -3.910 4.931 0.046 -0.0084 -0.0201 -0.0219 0.702
O -1.219 1.107 1.986 0.4671 0.2384 -0.1527 -0.163
O 1.937 0.585 1.391 -0.0069 -0.2879 0.1032 -0.130
O 1.592 2.299 -3.087 0.1740 -0.1918 0.2168 -0.097
N 0.773 -2.216 0.945 0.3826 0.5758 -0.1393 0.098
N 0.994 3.797 -0.749 -0.0529 -0.3004 -0.1204 0.164
N 1.433 -2.864 -1.187 -0.0790 0.1167 0.0815 -0.148
N -2.240 -0.488 -1.245 -0.0250 0.0398 -0.0926 -0.119
N -1.607 -1.292 0.821 0.4187 0.5870 0.0636 0.089
N -3.614 -2.030 -0.189 -0.1659 0.0025 0.1729 -0.151
N 0.822 -4.495 0.324 0.0531 -0.0318 0.0818 -0.136
C 3.864 2.503 -1.053 -0.1445 0.1313 -0.1203 -0.021
C -2.967 -0.646 -2.494 -0.0210 0.0088 -0.0548 -0.041
C -0.625 4.699 2.289 0.0663 0.0344 0.0352 -0.727
C -0.091 -5.006 1.333 0.0070 0.0138 -0.1119 -0.030
C 5.197 0.747 -0.098 -0.0740 0.0902 -0.0105 -0.044
C 4.185 0.356 0.727 -0.1154 -0.0702 0.1294 -0.010
C -3.133 -1.582 4.198 0.0152 -0.0407 0.1475 -0.046
C -1.822 -1.641 2.160 -0.4293 -0.2141 0.3593 -0.239
C -2.489 -1.240 -0.131 0.0898 -0.2663 -0.0686 -0.354
C -1.370 2.388 1.879 0.1256 0.2556 0.1262 -0.476
C 1.404 3.632 -3.211 -0.1864 0.0435 0.1092 -0.236
C 1.108 5.635 -4.526 -0.0136 0.0296 0.0267 -0.060
C 0.587 -2.424 2.330 0.0242 -0.3811 0.1800 -0.262
C 1.753 -5.485 -0.201 -0.0806 -0.0122 -0.0157 -0.044
C -2.590 4.319 0.964 -0.0393 0.0720 -0.0381 -0.712
C -2.459 2.953 1.170 0.1551 -0.1753 0.0272 -0.588
C 0.832 5.722 -2.157 0.1490 -0.0495 0.2042 -0.006
C 0.826 6.362 -3.381 -0.0390 0.0660 -0.0307 -0.068
C -0.690 -2.108 2.920 0.0977 0.0895 -0.0918 -0.060
C -4.929 -1.431 -0.391 0.0059 -0.0104 0.0559 -0.056
C 1.003 -3.158 0.084 -0.1694 -0.2012 0.1377 -0.341
C 1.132 4.365 -2.048 0.1907 0.3277 -0.1086 -0.141
C -1.653 5.205 1.492 0.0061 0.0310 0.0172 -0.743
C 5.046 1.837 -0.997 0.1399 -0.0344 -0.0229 -0.072
C 1.557 2.787 -0.103 0.0503 0.4526 0.0232 0.015
C 2.910 0.990 0.670 -0.1532 0.3803 -0.2405 -0.351
C -0.830 -2.278 4.327 0.0084 0.0486 -0.1296 -0.147
C 2.003 -1.568 -1.478 0.0199 -0.0822 -0.0174 -0.040
C 0.273 -2.717 5.095 0.0961 -0.0178 0.0196 -0.021
C 2.197 1.619 -4.182 0.0318 -0.0848 -0.0100 -0.055
C 2.765 2.112 -0.238 0.0746 -0.4639 -0.1065 -0.115
C -3.000 -1.376 2.817 0.0603 0.0434 -0.2239 -0.030
C 1.472 -3.000 4.504 -0.0495 -0.0303 0.0889 -0.056
C -1.285 0.597 -1.263 -0.1848 -0.0260 -0.1817 -0.051
C -3.651 -3.321 0.477 0.0109 0.0171 -0.1315 -0.035
C -0.502 3.333 2.497 -0.1144 -0.3579 0.0044 -0.633
C -2.074 -2.015 4.943 -0.0886 0.0660 0.0005 -0.023
C 1.627 -2.856 3.117 -0.0084 0.1031 -0.1262 -0.021
C 0.813 -3.511 -2.334 0.0109 0.0003 0.0066 -0.040
C 1.395 4.283 -4.439 -0.0254 0.0424 -0.1186 -0.009
H -3.483 -1.599 -2.522 0.0151 -0.0046 0.0293 0.091
H 1.571 -3.814 -3.058 -0.0048 -0.0119 -0.0086 0.096
H -5.521 -2.042 -1.076 0.0086 0.0317 -0.0284 0.098
H 2.768 -1.687 -2.248 -0.0207 0.0368 -0.0305 0.099
H -0.561 -5.910 0.940 -0.0052 -0.0053 -0.0118 0.100
H -4.033 -3.268 1.498 -0.0136 0.0087 0.0294 0.086
H -0.585 0.475 -0.446 0.1697 0.2692 -0.1284 0.034
H 2.229 -6.014 0.628 0.0046 0.0065 0.0117 0.096
H -2.165 -2.144 6.014 0.0036 -0.0180 -0.0446 0.118
H 5.883 2.147 -1.608 -0.0265 0.0046 0.0294 0.107
H -2.655 -3.757 0.496 -0.0101 0.0245 0.0008 0.078
H -0.869 -4.280 1.546 0.0036 -0.0222 0.0070 0.069
H 3.000 2.213 -4.621 0.0013 -0.0132 0.0485 0.101
H -1.769 1.570 -1.155 0.0727 -0.0115 0.0113 0.071
H -5.468 -1.371 0.561 0.0247 0.0005 -0.0122 0.094
H 6.146 0.225 -0.064 -0.0271 0.0230 0.0277 0.115
H -0.721 0.587 -2.196 0.0336 -0.0682 -0.0119 0.090
H 4.294 -0.460 1.431 0.0500 0.0085 -0.0463 0.121
H 2.523 -5.006 -0.798 0.0073 0.0219 0.0070 0.091
H 1.462 1.374 -4.952 -0.0070 0.0462 0.0189 0.100
H 3.769 3.378 -1.686 -0.0626 -0.0550 -0.0540 0.121
H 2.469 -1.175 -0.587 0.0898 0.0928 0.1090 0.062
H 0.149 -2.810 6.167 -0.0015 -0.0467 -0.0469 0.119
H -4.303 -3.978 -0.102 0.0078 -0.0034 -0.0108 0.098
H 1.256 -0.852 -1.843 -0.0369 0.0135 0.0366 0.079
H -2.258 -0.612 -3.324 0.0259 -0.0036 0.0293 0.090
H 0.123 -2.817 -2.828 0.0164 0.0007 0.0054 0.088
H 1.569 3.721 -5.347 0.0137 0.0152 0.0507 0.112
H 2.578 -3.075 2.644 -0.0368 0.0130 0.0108 0.124
H -4.081 -1.367 4.676 0.0264 0.0207 -0.0160 0.114
H 2.619 0.705 -3.775 -0.0355 -0.0520 0.0220 0.084
H 0.620 6.277 -1.248 -0.0386 -0.0109 -0.0524 0.120
H 1.079 6.112 -5.497 0.0438 -0.0075 0.0251 0.114
H 0.416 -5.258 2.267 0.0167 0.0091 0.0153 0.098
H 2.309 -3.340 5.102 -0.0191 0.0291 -0.0114 0.112
H 0.278 4.269 -0.210 -0.2652 -0.1380 0.0502 0.131
H -3.691 0.161 -2.645 0.0188 -0.0371 0.0158 0.097
H 0.249 -4.386 -2.025 0.0270 0.0033 0.0037 0.085
H 0.986 2.492 0.768 0.0203 0.1072 0.1227 0.094
H 0.594 7.418 -3.437 0.0102 -0.0480 0.0066 0.113
H -4.844 -0.425 -0.791 0.0099 -0.0326 -0.0013 0.059
H 1.235 -6.223 -0.821 0.0042 0.0093 0.0185 0.092
H -3.818 -0.934 2.261 0.0331 -0.0294 0.0245 0.108


105
Properties=species:S:1:pos:R:3:forces:R:3:lowdin_charge:R:1 method="wB97M-V/def2-TZVPD" gap_ev=6.9 homo_ev=-4.75 charge=-1
Rb -8.021 -14.294 17.459 0.3064 -0.3056 0.0425 0.604
Se -6.690 -11.175 18.096 0.6801 0.1341 1.3719 0.571
Cl 2.212 -10.944 19.824 0.4864 0.5235 -0.3251 0.651
S -10.817 -13.892 15.968 -0.8312 -0.3141 0.8667 0.477
F -7.546 -11.634 11.588 -0.5263 -0.5135 0.8908 0.073
F -9.523 -10.129 12.882 0.7299 0.1782 -0.5830 0.093
F -10.926 -11.088 14.849 -0.6032 0.5622 0.0044 0.100
F -8.617 -15.222 14.457 0.0054 0.2033 0.0404 0.031
F -7.295 -14.305 12.411 -0.4133 0.7019 -0.2624 0.082
O -3.333 -12.261 18.536 -1.0469 -0.7055 0.1335 -0.094
O -10.516 -11.430 21.926 0.3873 -0.4006 1.3428 -0.151
O -4.003 -14.714 19.854 0.7170 0.3058 0.0439 -0.030
O -5.396 -15.132 18.215 0.1600 0.3903 -0.6613 -0.157
N -9.344 -17.022 21.302 -0.1777 1.0919 -1.0701 0.108
N -6.095 -12.607 20.547 0.0963 -0.0110 0.9593 0.151
N -8.505 -19.117 15.729 -0.0892 -1.1202 -0.5993 -0.041
N -4.981 -10.744 20.466 1.1782 0.6576 -0.0661 -0.046
N -7.073 -18.374 21.716 -0.7789 1.5655 -0.6161 0.074
N -8.461 -15.272 20.272 -0.5938 0.1578 -0.0551 0.053
N -7.933 -17.322 17.074 -1.3039 2.3218 1.4784 0.035
N -10.119 -17.632 16.329 0.0115 4.1702 1.5623 0.076
N -5.772 -16.909 20.712 2.4425 0.9967 -1.2217 0.112
C -4.279 -13.260 23.694 -0.4377 1.2309 0.2183 -0.059
C -10.368 -18.835 14.270 0.9023 0.7811 -1.5500 -0.182
C -4.418 -14.503 18.695 -1.0903 -0.1959 0.8375 -0.662
C -4.908 -17.900 21.194 -2.1432 0.2026 -0.7090 -0.045
C -5.264 -13.453 22.714 1.3135 -1.6276 1.4797 -0.001
C -5.262 -12.585 21.698 -2.4310 0.2518 -2.5050 -0.206
C -1.434 -11.036 18.023 0.8639 0.4883 -0.4860 -0.173
C -5.814 -18.809 21.792 1.7768 -0.2099 0.7736 -0.184
C -9.957 -10.239 20.036 1.1595 1.5091 -1.7325 -0.166
C -3.491 -12.109 23.569 0.8750 -1.0794 1.8037 -0.101
C -3.537 -11.247 22.491 1.5181 1.3882 1.0658 -0.024
C -2.229 -10.463 16.847 0.5230 -1.2868 1.4444 0.009
C -0.037 -12.260 20.116 -0.5976 -0.8968 -0.0227 -0.126
C -9.867 -15.093 20.417 1.6381 1.0159 -0.7073 -0.145
C -8.273 -12.165 12.631 0.1875 2.4308 -2.3585 -0.151
C -9.423 -19.848 14.844 0.1385 0.8349 -0.2790 -0.168
C -6.645 -17.815 17.111 3.2211 -0.3479 -0.6652 -0.286
C -9.233 -11.392 13.241 -2.1870 0.8838 1.4771 -0.143
C -10.061 -11.875 14.257 2.3532 -1.6862 -0.3283 -0.256
C -7.019 -17.192 21.035 1.3338 -2.3897 0.8044 -0.303
C -9.849 -13.191 14.758 0.1325 -0.0460 -0.5899 -0.682
C -10.417 -16.151 21.018 0.0189 -1.6921 1.3104 -0.075
C -8.851 -13.940 14.119 -0.5827 0.9699 -1.4484 -0.275
C -8.193 -16.462 20.774 -3.4810 1.0240 0.8398 -0.284
C -5.882 -11.502 19.795 -0.7957 -0.3523 -0.7105 -0.685
C -0.125 -10.651 18.337 0.2498 -0.7677 1.0446 -0.045
C -11.054 -18.110 15.360 -0.0384 -1.9436 1.6777 -0.209
C -10.416 -11.582 20.532 0.1949 -0.7558 -0.1361 -0.240
C -4.306 -9.513 19.940 -2.3526 -0.1148 0.0929 -0.003
C -8.208 -13.452 12.958 1.4985 -3.5428 2.2700 -0.143
C 0.585 -11.287 19.370 -1.3530 -0.0304 -0.0809 -0.692
C -6.551 -19.345 17.244 -0.9442 0.6515 -0.9761 -0.124
C -9.466 -10.580 22.452 -1.4769 0.9183 -3.1390 -0.130
C -3.728 -13.439 17.836 0.2801 -0.5365 -0.1155 -0.090
C -1.358 -12.620 19.845 0.2313 -1.0312 -0.5345 0.022
C -4.530 -11.447 21.604 -0.3938 0.8605 -1.6337 -0.183
C -7.320 -19.863 15.954 2.0982 -1.6584 2.5306 -0.198
C -9.209 -9.556 21.212 -1.6527 -1.4987 2.3221 -0.116
C -2.036 -12.025 18.799 0.7208 0.7769 0.0893 -0.285
C -8.806 -17.951 16.457 -0.9537 -3.5928 -2.8932 -0.415
H -4.482 -9.582 18.832 0.3443 0.4875 1.0553 0.049
H -9.645 -8.655 21.616 -0.3227 0.5756 -0.6721 0.087
H -9.212 -10.317 19.174 -1.2206 -0.0012 0.9275 0.059
H -4.313 -13.126 16.980 -0.4733 -0.0007 0.0852 0.106
H -10.334 -14.153 20.100 0.1902 -0.8680 0.0939 0.081
H -3.886 -17.851 20.809 -0.3757 -0.3217 0.7481 0.109
H -7.546 -20.942 16.186 -0.2485 0.6855 -0.3237 0.118
H -8.563 -11.057 22.715 0.9696 -1.1647 0.2758 0.084
H -2.941 -11.263 16.621 0.0554 0.5592 -0.5849 0.078
H -11.670 -17.314 15.100 -0.8041 1.5613 -0.9874 0.095
H -11.760 -18.799 15.883 0.3397 -0.0250 -0.3329 0.126
H -4.102 -13.775 24.653 -0.6566 -0.3467 -0.9570 0.108
H -6.103 -17.257 17.862 0.2427 -0.2515 0.4256 0.066
H -2.807 -10.446 22.367 -0.3068 -0.0311 0.2559 0.118
H -9.756 -12.441 20.254 0.1400 0.9358 0.2606 0.090
H -8.833 -20.325 14.042 -0.0674 0.2681 0.3164 0.125
H -8.172 -9.372 21.096 1.0609 -0.0540 -0.5183 0.070
H -6.822 -13.323 20.440 0.3503 0.4058 -0.5032 0.129
H -11.086 -19.224 13.580 -0.4641 -0.6511 -0.4156 0.105
H -5.643 -19.686 22.450 0.2942 0.6149 -0.9574 0.097
H -9.907 -10.110 23.307 -0.0683 0.3848 0.5011 0.099
H -2.877 -13.980 17.431 0.5631 0.1574 -0.0873 0.140
H -10.174 -16.581 16.442 -0.3147 -1.4285 0.0239 0.088
H -5.501 -19.699 17.283 -0.6743 0.1155 -0.0364 0.111
H -9.276 -17.900 21.787 -0.3590 -0.1785 0.0312 0.126
H -11.399 -11.884 20.142 0.1021 0.2928 0.2136 0.128
H -10.001 -20.639 15.302 0.0117 -0.4222 0.7614 0.115
H -1.584 -10.194 16.024 -0.0210 0.1612 -0.2125 0.080
H 0.540 -12.829 20.830 -0.0465 0.0698 0.2168 0.096
H -6.071 -17.542 16.179 -0.4575 -0.1431 0.3396 0.137
H -6.591 -19.939 15.124 -0.4953 0.5695 -0.0930 0.117
H -1.826 -13.540 20.209 0.0668 0.4939 0.6082 0.123
H -7.106 -19.605 18.160 0.2810 -0.2835 -0.2919 0.110
H -9.719 -18.162 13.673 -0.4746 0.0838 0.2965 0.134
H -2.845 -11.997 24.475 -0.0507 0.4879 -1.3512 0.112
H -4.781 -8.559 20.413 0.7764 -1.7027 -0.9691 0.122
H -5.397 -16.115 20.076 -0.6861 -0.9745 1.0629 0.140
H -2.775 -9.641 17.261 -0.4756 0.7577 -0.3096 0.065
H -3.273 -9.584 20.218 0.5758 0.0655 -0.1053 0.066
H -5.879 -14.310 22.591 -0.4693 -0.7575 0.4317 0.110
H -11.455 -16.345 21.349 1.0130 0.0697 -0.3557 0.120
H 0.401 -9.864 17.869 0.1824 0.7438 -0.9419 0.093
H -10.834 -9.630 19.696 0.8186 -0.4664 0.3184 0.120